(1)
Below is 11 unconnected molecules or ions with the total composition C24H76N6O11, with properties calculated with ωB97M-V/def2-TZVPD.

**Orbital gap (spin up / spin down)**: 2.3 / 9.0 eV
**Spin multiplicity**: 2
**Charge**: -1
**Energy above the lowest of the compared OMol25 structures with the same formula, charge and spin**: 2.6 kcal per mole

CARTESIAN COORDINATES (ANGSTROEM)
O 0.760 -17.750 -7.180
H 0.926 -16.900 -7.588
H 1.179 -18.382 -7.763
O 0.714 -17.692 -11.860
H 1.479 -17.118 -11.821
H -0.023 -17.100 -12.015
O -1.237 -17.867 -9.951
H -0.525 -18.438 -10.237
H -0.825 -17.011 -9.832
O 0.974 -20.194 -13.002
H 1.873 -20.167 -12.674
H 0.616 -19.331 -12.792
O -1.939 -18.545 -7.475
H -1.924 -18.287 -8.397
H -1.065 -18.324 -7.151
C -1.375 -14.614 -7.668
C -0.886 -14.548 -9.135
C -0.514 -13.080 -9.716
O 0.036 -13.153 -11.047
C 0.787 -11.994 -11.393
N 0.269 -15.454 -9.207
H -1.629 -15.659 -7.490
H -2.236 -13.946 -7.671
H -0.693 -14.209 -6.920
H -1.697 -14.960 -9.735
H 0.346 -12.731 -9.144
H -1.316 -12.343 -9.756
H 1.744 -11.879 -10.884
H 0.140 -11.126 -11.275
H 0.906 -12.134 -12.468
H 0.996 -15.006 -8.669
H 0.764 -15.370 -10.084
C 2.986 -20.577 -7.798
C 2.958 -19.588 -8.926
C 3.513 -20.210 -10.176
O 3.587 -19.350 -11.305
C 4.478 -19.728 -12.365
N 1.650 -19.226 -9.347
H 2.211 -21.337 -7.899
H 2.763 -20.117 -6.835
H 3.973 -21.038 -7.765
H 3.540 -18.717 -8.624
H 3.050 -21.167 -10.416
H 4.547 -20.479 -9.960
H 4.654 -18.825 -12.950
H 3.979 -20.339 -13.117
H 5.402 -20.113 -11.933
H 1.178 -19.971 -9.840
H 1.737 -18.489 -10.032
C -6.016 -21.608 -10.610
C -4.937 -22.624 -11.017
C -3.531 -21.994 -11.102
O -3.490 -20.961 -12.099
C -2.250 -20.356 -12.265
N -5.129 -23.677 -10.014
H -7.018 -21.988 -10.808
H -5.773 -20.748 -11.235
H -6.041 -21.338 -9.554
H -5.139 -23.040 -12.004
H -2.868 -22.826 -11.338
H -3.208 -21.765 -10.086
H -1.571 -21.071 -12.729
H -1.833 -20.108 -11.289
H -2.330 -19.518 -12.958
H -4.551 -24.496 -10.135
H -6.036 -24.108 -10.119
C -4.506 -17.053 -13.209
C -3.897 -17.001 -11.790
C -4.381 -15.662 -11.157
O -3.662 -14.597 -11.750
C -4.153 -13.282 -11.494
N -4.318 -18.185 -11.024
H -5.371 -17.715 -13.258
H -3.807 -17.387 -13.976
H -4.847 -16.094 -13.598
H -2.825 -17.103 -11.956
H -4.192 -15.573 -10.087
H -5.469 -15.731 -11.191
H -3.958 -13.056 -10.446
H -5.189 -13.141 -11.803
H -3.559 -12.531 -12.016
H -3.531 -18.269 -10.397
H -4.211 -19.010 -11.595
C -1.036 -16.557 -14.401
C -0.532 -15.353 -13.601
C -0.888 -14.016 -14.293
O -0.387 -13.906 -15.635
C 1.000 -13.635 -15.783
N -1.031 -15.419 -12.289
H -0.403 -16.633 -15.285
H -2.081 -16.430 -14.685
H -0.929 -17.549 -13.961
H 0.553 -15.401 -13.512
H -0.707 -13.093 -13.744
H -1.976 -14.054 -14.363
H 1.416 -13.032 -14.977
H 1.120 -13.122 -16.737
H 1.601 -14.535 -15.652
H -2.031 -15.283 -12.320
H -0.742 -14.585 -11.798
C -0.916 -21.714 -8.430
C -1.494 -21.928 -7.034
C -0.618 -21.313 -5.974
O 0.641 -21.922 -5.891
C 1.292 -21.750 -4.718
N -2.767 -21.263 -7.021
H -1.462 -22.415 -9.061
H 0.121 -22.041 -8.503
H -1.011 -20.716 -8.858
H -1.570 -22.999 -6.847
H -1.042 -21.432 -4.976
H -0.542 -20.233 -6.093
H 0.803 -22.233 -3.872
H 1.533 -20.718 -4.460
H 2.249 -22.269 -4.771
H -2.446 -20.305 -7.032
H -3.084 -21.248 -6.062

Results of the Mulliken charge analysis, in e, for atoms 1 through 99: number 1, O, carries -0.775; number 2, H, carries 0.163; number 3, H, carries 0.234; number 4, O, carries 0.215; number 5, H, carries -0.226; number 6, H, carries -0.308; number 7, O, carries 2.746; number 8, H, carries -1.025; number 9, H, carries -0.385; number 10, O, carries -0.783; number 11, H, carries 0.217; number 12, H, carries 0.283; number 13, O, carries -0.933; number 14, H, carries -0.102; number 15, H, carries 0.293; number 16, C, carries -1.858; number 17, C, carries 2.292; number 18, C, carries -1.439; number 19, O, carries 0.451; number 20, C, carries -1.966; number 21, N, carries -0.299; number 22, H, carries 0.223; number 23, H, carries 0.454; number 24, H, carries 0.453; number 25, H, carries -1.046; number 26, H, carries 0.313; number 27, H, carries 0.282; number 28, H, carries 0.623; number 29, H, carries 0.334; number 30, H, carries 0.063; number 31, H, carries 1.065; number 32, H, carries -0.826; number 33, C, carries -1.489; number 34, C, carries 0.416; number 35, C, carries -1.203; number 36, O, carries 0.300; number 37, C, carries -1.224; number 38, N, carries 0.386; number 39, H, carries 0.102; number 40, H, carries 0.371; number 41, H, carries 0.505; number 42, H, carries 0.256; number 43, H, carries 0.249; number 44, H, carries 0.489; number 45, H, carries 0.410; number 46, H, carries 0.286; number 47, H, carries 0.364; number 48, H, carries 0.065; number 49, H, carries -0.357; number 50, C, carries -1.174; number 51, C, carries 0.351; number 52, C, carries -0.269; number 53, O, carries -0.487; number 54, C, carries -0.833; number 55, N, carries -0.717; number 56, H, carries 0.425; number 57, H, carries 0.138; number 58, H, carries 0.296; number 59, H, carries 0.261; number 60, H, carries 0.462; number 61, H, carries -0.125; number 62, H, carries 0.451; number 63, H, carries 0.160; number 64, H, carries 0.315; number 65, H, carries 0.214; number 66, H, carries 0.247; number 67, C, carries -2.037; number 68, C, carries 3.293; number 69, C, carries -1.474; number 70, O, carries -0.278; number 71, C, carries -1.167; number 72, N, carries -0.779; number 73, H, carries 0.501; number 74, H, carries 0.321; number 75, H, carries 0.355; number 76, H, carries -1.250; number 77, H, carries 0.329; number 78, H, carries 0.468; number 79, H, carries 0.311; number 80, H, carries 0.330; number 81, H, carries 0.302; number 82, H, carries 0.215; number 83, H, carries 0.178; number 84, C, carries -1.507; number 85, C, carries 0.766; number 86, C, carries -0.905; number 87, O, carries -0.382; number 88, C, carries -0.949; number 89, N, carries 2.047; number 90, H, carries 0.459; number 91, H, carries 0.242; number 92, H, carries 0.229; number 93, H, carries 0.545; number 94, H, carries 0.476; number 95, H, carries 0.133; number 96, H, carries 0.253; number 97, H, carries 0.319; number 98, H, carries 0.276; number 99, H, carries -0.628

(2)
Below is a gas-phase ion, CH7N3O3P (charge +1), with properties calculated with ωB97M-V/def2-TZVPD.

**Orbital gap**: 10.6 eV
**Charge**: +1
**Energy above the lowest of the compared OMol25 structures with the same formula, charge and spin**: 31.3 kcal per mole
**SMILES string**: NC(=[NH2+])N=P(O)(O)O

CARTESIAN COORDINATES (ANGSTROEM)
C 1.254 -0.131 -0.083
N 0.241 -0.962 -0.001
N 1.340 1.232 -0.069
N 2.478 -0.683 -0.133
O -1.672 0.986 -1.068
O -2.593 -1.185 -0.340
O -1.891 0.513 1.438
P -1.525 -0.123 0.038
H 0.501 1.709 0.147
H 2.183 1.744 0.103
H 2.599 -1.699 -0.304
H 3.255 -0.491 0.426
H -2.336 0.891 -1.725
H -2.309 -2.000 -0.698
H -1.527 0.198 2.269

Want to see where the charge sits? The natural (NBO) charges in e are: number 1, C, carries 0.605; number 2, N, carries -0.794; number 3, N, carries -0.778; number 4, N, carries -0.805; number 5, O, carries -0.969; number 6, O, carries -0.965; number 7, O, carries -0.963; number 8, P, carries 2.373; number 9, H, carries 0.387; number 10, H, carries 0.425; number 11, H, carries 0.414; number 12, H, carries 0.413; number 13, H, carries 0.548; number 14, H, carries 0.551; number 15, H, carries 0.560

(3)
Below is a molecular structure, Fe2I, with properties calculated with ωB97M-V/def2-TZVPD.

**Orbital gap (spin up / spin down)**: 11.1 / 6.8 eV
**Spin multiplicity**: 9
**Charge**: +3
**Energy above the lowest of the compared OMol25 structures with the same formula, charge and spin**: 88.5 kcal per mole

CARTESIAN COORDINATES (ANGSTROEM)
Fe 1.535 -0.087 -1.503
Fe -1.497 0.065 1.490
I -0.038 0.022 0.013

Want to see where the charge sits? The natural (NBO) charges in e are: number 1, Fe, carries 1.436; number 2, Fe, carries 1.428; number 3, I, carries 0.136

(4)
Below is a molecular structure, C24H37N3O3, with properties calculated with ωB97M-V/def2-TZVPD.

**Orbital gap**: 8.4 eV
**Energy above the lowest of the compared OMol25 structures with the same formula, charge and spin**: 539.4 kcal per mole

CARTESIAN COORDINATES (ANGSTROEM)
C 3.133 -1.752 0.897
H 3.110 -0.709 0.276
H 4.207 -2.031 0.696
H 3.007 -1.483 1.934
C 2.433 -2.669 0.420
C 2.273 -4.110 1.288
C 1.261 -5.217 0.786
C 0.059 -4.604 0.425
C 0.032 -3.395 -0.436
H 0.254 -3.565 -1.396
H -1.100 -3.110 -0.618
C 0.982 -2.383 0.073
N 0.461 -1.608 1.509
C -0.707 -0.897 1.367
O -1.150 -0.481 0.425
C -1.072 -0.415 2.940
C 0.199 0.213 3.785
C 0.956 1.206 3.000
C 0.082 2.013 1.791
C -1.375 2.098 2.623
C -1.889 0.818 2.758
H -2.733 0.464 1.902
H -2.690 0.760 3.566
H -1.257 2.511 3.629
H -1.695 2.848 1.815
C 0.674 3.287 1.280
N 0.254 3.495 0.122
C 0.595 2.372 -1.060
C -0.005 1.710 -1.937
N -1.118 1.933 -2.737
C -2.163 2.632 -2.436
H -1.726 3.555 -1.755
C -3.146 1.756 -1.537
C -3.508 0.628 -2.248
C -2.304 -0.159 -2.807
H -2.688 -1.060 -3.714
C -1.261 0.869 -3.707
H -0.744 0.201 -3.906
H -1.937 1.164 -4.542
H -1.829 -0.758 -2.065
H -4.340 -0.044 -1.693
H -4.321 0.721 -3.140
H -3.956 2.253 -1.053
H -2.548 1.389 -0.486
H -2.627 2.926 -3.238
C 1.170 1.038 -2.144
O 1.453 0.061 -2.787
C 1.704 1.705 -0.813
O 2.800 1.374 -0.285
H -0.729 3.551 -0.090
H 0.476 4.136 1.838
H 1.817 3.132 1.238
H -0.076 1.448 0.938
H 1.740 0.891 2.424
H 1.268 2.036 3.689
H 0.691 -0.789 3.822
H -0.041 0.521 4.648
H -1.481 -1.258 3.417
H 0.760 -2.069 2.150
H 0.554 -1.410 -0.537
H -0.651 -5.261 0.051
H -0.545 -4.348 1.476
H 1.411 -5.988 1.182
H 1.690 -5.585 -0.280
H 3.277 -4.418 1.330
H 1.932 -3.803 2.255
H 2.594 -3.045 -0.582

Want to see where the charge sits? The natural (NBO) charges in e are: number 1, C, carries -0.650; number 2, H, carries 0.277; number 3, H, carries 0.223; number 4, H, carries 0.218; number 5, C, carries -0.248; number 6, C, carries -0.388; number 7, C, carries -0.346; number 8, C, carries -0.378; number 9, C, carries -0.449; number 10, H, carries 0.218; number 11, H, carries 0.228; number 12, C, carries 0.000; number 13, N, carries -0.652; number 14, C, carries 0.745; number 15, O, carries -0.620; number 16, C, carries -0.284; number 17, C, carries -0.395; number 18, C, carries -0.405; number 19, C, carries -0.181; number 20, C, carries -0.447; number 21, C, carries -0.426; number 22, H, carries 0.196; number 23, H, carries 0.215; number 24, H, carries 0.208; number 25, H, carries 0.219; number 26, C, carries -0.257; number 27, N, carries -0.595; number 28, C, carries 0.070; number 29, C, carries 0.125; number 30, N, carries -0.365; number 31, C, carries -0.164; number 32, H, carries 0.181; number 33, C, carries -0.432; number 34, C, carries -0.465; number 35, C, carries -0.379; number 36, H, carries 0.178; number 37, C, carries -0.165; number 38, H, carries 0.195; number 39, H, carries 0.193; number 40, H, carries 0.225; number 41, H, carries 0.229; number 42, H, carries 0.207; number 43, H, carries 0.228; number 44, H, carries 0.217; number 45, H, carries 0.200; number 46, C, carries 0.451; number 47, O, carries -0.525; number 48, C, carries 0.435; number 49, O, carries -0.550; number 50, H, carries 0.355; number 51, H, carries 0.212; number 52, H, carries 0.213; number 53, H, carries 0.192; number 54, H, carries 0.218; number 55, H, carries 0.197; number 56, H, carries 0.202; number 57, H, carries 0.189; number 58, H, carries 0.214; number 59, H, carries 0.340; number 60, H, carries 0.243; number 61, H, carries 0.215; number 62, H, carries 0.157; number 63, H, carries 0.190; number 64, H, carries 0.156; number 65, H, carries 0.207; number 66, H, carries 0.171; number 67, H, carries 0.215

(5)
Below is a molecular structure, C7H16N2, with properties calculated with ωB97M-V/def2-TZVPD.

**Orbital gap**: 8.8 eV
**Energy above the lowest of the compared OMol25 structures with the same formula, charge and spin**: 68.4 kcal per mole

CARTESIAN COORDINATES (ANGSTROEM)
C -1.442 0.030 -0.030
C 1.090 0.056 0.619
C 0.385 -0.631 -0.400
C -1.914 -0.620 1.253
C -1.556 1.540 0.021
C -2.185 -0.520 -1.233
C 2.883 0.138 -0.209
N 3.825 -0.565 0.480
N 3.212 0.875 -1.182
H 4.799 -0.391 0.263
H 3.549 -1.227 1.183
H 2.430 1.279 -1.688
H 0.952 1.110 0.830
H 1.251 -0.500 1.538
H 0.281 -1.703 -0.257
H 0.564 -0.356 -1.434
H -1.402 -0.219 2.129
H -1.771 -1.701 1.224
H -2.985 -0.442 1.414
H -1.012 1.965 0.865
H -2.601 1.850 0.148
H -1.189 2.001 -0.897
H -1.810 -0.092 -2.164
H -2.100 -1.606 -1.293
H -3.253 -0.273 -1.181

Want to see where the charge sits? The natural (NBO) charges in e are: number 1, C, carries 0.049; number 2, C, carries -0.421; number 3, C, carries -0.399; number 4, C, carries -0.646; number 5, C, carries -0.650; number 6, C, carries -0.632; number 7, C, carries 0.480; number 8, N, carries -0.852; number 9, N, carries -0.775; number 10, H, carries 0.398; number 11, H, carries 0.392; number 12, H, carries 0.347; number 13, H, carries 0.215; number 14, H, carries 0.202; number 15, H, carries 0.208; number 16, H, carries 0.209; number 17, H, carries 0.208; number 18, H, carries 0.209; number 19, H, carries 0.209; number 20, H, carries 0.207; number 21, H, carries 0.217; number 22, H, carries 0.213; number 23, H, carries 0.207; number 24, H, carries 0.207; number 25, H, carries 0.198

Question: Number 3 is which compound?
Answer: Fe2I